1.
A 15-piece molecular cluster, C31H80N29O23PS overall at a distorted geometry, computed with ωB97M-V with the def2-TZVPD basis set.

Each line ends with the Löwdin charge.
Geometry (Å):
1 N -8.626226 -0.917929 2.846598  0.1648
2 N -5.886042 0.444763 -0.914185  0.1363
3 N 3.571524 0.729850 -0.649602  0.1676
4 H 4.568280 -4.379266 1.488018  0.0872
5 H 4.575513 1.274701 -3.141816  0.0705
6 O -5.507823 -7.406754 -0.388617  0.0188
7 H -1.007774 1.509795 1.933127  0.1366
8 P -0.406954 1.719124 -0.366281  0.5014
9 N 5.155395 -0.922769 -0.781708  0.1525
10 H -6.275857 1.999162 -4.757819  0.0773
11 H -6.295011 2.180046 5.707309  0.1013
12 C -7.327567 -0.777662 3.235136  -0.6660
13 H 2.828537 3.553636 -0.400650  0.0685
14 H 10.138162 -4.814218 1.204375  0.0933
15 O 0.124729 3.350454 3.924205  -0.2648
16 H 1.781364 -4.997771 -0.919351  0.1029
17 H -1.935832 -3.039532 -1.555576  0.1031
18 H -4.860041 4.009855 1.893546  0.1368
19 H -2.406255 -1.373183 -3.340570  0.1051
20 H 6.261638 2.762450 2.369308  0.0818
21 H 8.938566 1.636598 -1.327808  0.1135
22 H 2.817601 3.916808 -5.628994  0.1013
23 O 5.193486 5.265469 0.873433  0.0002
24 H -6.990769 -8.131061 1.458499  0.1046
25 C 10.106891 -2.800131 0.652080  -0.6833
26 C 2.946125 -6.659955 -1.061134  -0.6929
27 H -2.795673 -7.908727 0.488521  0.0923
28 H 5.412112 -2.236909 1.429181  0.0708
29 C 4.130048 4.659722 0.803845  -0.6755
30 H -9.405322 -0.813204 3.467306  0.0964
31 H -2.936504 4.697477 3.365889  0.1110
32 C -5.569230 1.724875 -1.322396  -0.4986
33 H -5.174313 -1.460240 0.744445  0.0798
34 H -7.865674 -0.355514 5.219287  0.0975
35 O 7.125897 0.308422 -2.365835  -0.0030
36 H -6.177641 -0.375593 4.846426  0.0937
37 H -4.287532 0.246895 -3.054005  0.1135
38 H -0.148872 -6.121359 1.993946  0.0983
39 H -3.466722 4.065274 -6.988184  0.0521
40 H -3.312814 -3.119789 0.467255  0.0787
41 C -1.946656 5.079033 -7.854947  -0.6834
42 H 2.405756 4.047868 1.810916  0.0812
43 H -5.468776 4.158728 -4.463198  0.0916
44 H 8.392767 5.438684 3.180463  0.0987
45 O 8.971931 3.155744 3.990008  0.0083
46 N -5.398886 4.256538 -5.459950  0.1582
47 H -2.779434 3.654608 0.743135  0.1546
48 H 4.252868 1.429220 -0.880034  0.0781
49 N -0.922004 -1.454370 6.298563  0.1516
50 O 3.013401 -1.442831 -0.259314  -0.0192
51 N -1.096301 5.030207 -8.931200  0.1403
52 H -3.565650 -6.502250 -0.138493  0.0709
53 H 2.614156 1.021304 -0.486471  0.0409
54 C 3.798648 2.748314 -4.285087  -0.6785
55 H -0.742582 -0.277197 0.362210  0.1071
56 C -6.669186 3.089263 4.077949  -0.5468
57 N -6.199766 2.117179 -5.753033  0.1599
58 H 8.735602 -3.900661 1.670430  0.0500
59 C -1.204010 2.289283 1.191957  -0.2789
60 O -0.722871 0.170456 -0.493618  -0.0821
61 H -8.794897 -1.127368 1.880919  0.1058
62 H -0.440251 5.780998 -9.030758  0.0967
63 H 4.961559 -6.385592 -1.579049  0.0882
64 O 2.079685 -7.466055 -0.775047  0.0148
65 C -1.864673 -6.088658 0.901854  -0.6681
66 H 2.512465 2.231027 -5.857073  0.0882
67 C -3.143048 1.309000 3.232044  -0.0033
68 H -2.841759 0.531548 2.536462  0.0935
69 O 7.361447 -4.175748 3.016965  -0.0026
70 H 0.327191 1.493834 5.951572  0.0921
71 N 6.205325 -2.529130 1.972161  0.1803
72 H 6.933941 4.980957 2.360865  0.0591
73 H -1.714715 3.079488 -1.380347  0.0826
74 H 3.412014 -4.634337 -1.355166  0.0859
75 H -5.075908 5.127877 -5.842891  0.1064
76 H -2.883000 3.292782 -8.409853  0.0966
77 H -4.097863 0.980071 3.635516  0.0849
78 N 4.234642 -7.033738 -1.343980  0.1427
79 O -0.490690 3.499920 1.537397  -0.2231
80 N 2.712000 -5.313074 -1.122215  0.1586
81 O -1.082467 2.391442 -1.624788  -0.0591
82 H -5.345030 2.368697 2.195629  0.1163
83 N 0.005297 0.664310 6.420079  0.1606
84 C -3.250458 2.688558 2.551015  -0.4389
85 H 5.874562 -0.250410 -1.012367  0.0525
86 C -2.754413 -2.344128 -1.452750  -0.0760
87 H 5.471425 -5.625678 2.277191  0.1005
88 H 7.623315 -0.002454 -4.770665  0.1017
89 O -7.067733 2.460630 5.204362  0.0989
90 H -2.419287 3.371367 4.450779  0.1061
91 C -5.750521 3.265022 -6.338100  -0.6872
92 C -2.699998 2.630816 1.114030  -0.2336
93 C -6.372328 -8.262622 -0.470761  -0.6668
94 C -5.230177 3.514169 3.986370  -0.0766
95 H -2.412457 1.305055 4.032818  0.0686
96 C -3.526748 -2.393007 -0.294952  -0.0496
97 O -1.895070 -4.874034 0.758646  0.0053
98 C 7.995812 3.455543 3.321802  -0.6937
99 N -7.154194 -8.611755 0.593948  0.1515
100 H 3.542010 4.973431 2.728938  0.1046
101 N -0.863917 -6.705360 1.604245  0.1526
102 N -2.827596 4.048331 -7.755437  0.1631
103 S -0.753774 4.029285 3.019636  0.6240
104 H -1.106758 4.295989 -9.612001  0.0862
105 H -4.489982 3.348092 -0.609329  0.1224
106 H -7.870478 -9.310583 0.551335  0.0924
107 H 6.908081 -1.854561 2.218644  0.1074
108 N -2.809830 -6.914017 0.378060  0.1599
109 H 4.293773 4.111013 -1.147502  0.0877
110 H -4.642750 3.039226 4.765170  0.1119
111 H 11.710079 -2.063102 -0.366203  0.0939
112 C -0.503272 -0.332960 5.636363  -0.6792
113 C -4.052447 -0.497462 -2.305406  -0.0348
114 N 3.279320 4.539288 1.864447  0.1700
115 H -5.225270 4.595095 4.083222  0.1363
116 O -7.452344 3.268068 3.210266  0.1456
117 C 6.380180 -3.811915 2.376091  -0.6754
118 O -0.574975 -0.222370 4.425393  0.0168
119 C -4.815814 -0.530793 -1.138916  -0.2605
120 C -4.562609 -1.472446 -0.145621  -0.0177
121 O 4.338467 3.663533 -3.682690  0.0153
122 O 9.480194 -1.752273 0.672452  0.0093
123 C -3.019472 -1.412821 -2.452493  -0.0735
124 N 8.316491 0.528818 -4.279157  0.1581
125 H -7.330584 -9.643233 -1.720919  0.0927
126 N -6.625590 -8.937346 -1.631415  0.1521
127 C -2.463816 3.727351 3.432017  -0.1354
128 N 3.701508 4.051358 -0.334886  0.1736
129 H 7.218724 1.579925 3.197907  0.0940
130 H 9.112038 0.875230 -4.779146  0.0941
131 O -6.341387 2.386340 -1.984939  0.0583
132 N 9.065734 1.470353 -2.309803  0.1696
133 H -2.934351 0.833018 -0.115940  0.0904
134 N 7.067360 2.530712 2.920714  0.1511
135 N 5.378624 -4.664804 2.007121  0.1597
136 H -3.642995 2.404446 -1.799856  0.1136
137 C 3.857949 -0.591521 -0.542387  -0.6905
138 N 9.638476 -3.946589 1.215282  0.1638
139 C 8.111029 0.744349 -2.948060  -0.6527
140 H 3.539959 0.668117 -4.386889  0.0959
141 O -5.661204 3.404587 -7.547278  0.0133
142 H -0.807666 -7.696681 1.732898  0.0911
143 H 11.877404 -3.738369 0.022744  0.0845
144 N 3.975626 1.444747 -3.928788  0.1648
145 H -4.305333 1.152830 0.866692  0.1046
146 N 11.339911 -2.894274 0.052881  0.1376
147 C -4.253193 2.327741 -0.903113  -0.0781
148 O 1.043014 1.925424 -0.333166  -0.2496
149 H -6.683292 0.174487 -1.482054  0.1457
150 N 2.970677 2.965130 -5.353329  0.1493
151 C -3.536484 1.643816 0.282745  -0.1353
152 O -6.389253 -0.897862 2.463900  0.0147
153 N -7.128912 -0.481752 4.552353  0.1555
154 H -6.067792 -8.700296 -2.430102  0.1051
155 C -4.709230 3.167418 2.565187  -0.1164
156 H -1.293412 -2.202116 5.743084  0.1029
157 H -6.468707 1.363566 -6.356429  0.1021
158 O -0.573325 5.445891 2.974820  -0.2590
159 H 0.083649 0.603438 7.416950  0.0928
160 O -1.912950 5.991687 -7.044213  0.0119
161 H 9.878911 1.837828 -2.764345  0.0968
162 H 4.446950 -8.012419 -1.308048  0.0977
163 N 7.738392 4.729482 2.912289  0.1570
164 H -0.865886 -1.565249 7.292479  0.0907
165 H 5.390689 -1.894517 -0.725615  0.0855

Cartesian forces (eV/Å) of the 3 atoms listed first:
0.05 -0.10 -0.02
0.69 -0.42 -1.18
-0.32 -0.14 0.10

***

2.
Ca3H4N6O20 as an isolated structure at a distorted geometry, computed with ωB97M-V with the def2-TZVPD basis set.

Each line ends with the Löwdin charge.
Geometry (Å):
1 O -1.336497 2.261819 0.804596  -0.0867
2 O -4.639353 -7.967848 0.577158  -0.0117
3 H 3.294025 3.615874 2.774407  0.0359
4 O -2.730906 -6.902455 0.444389  -0.0812
5 N -3.960435 -6.934754 0.544924  -0.6578
6 O -2.128597 8.857778 0.202638  -0.0284
7 O -2.162471 -0.335012 -5.819043  0.0281
8 N -2.724756 -1.130802 -5.043561  -0.6945
9 O 7.596572 -2.833171 -1.209744  -0.0287
10 O -2.085745 -1.963484 -4.489427  0.0070
11 H 2.651207 1.197580 -2.696142  0.0217
12 Ca -1.001518 5.976266 4.137828  1.4207
13 O 5.652698 -2.445541 -2.013714  -0.0890
14 N 0.915341 -4.014398 5.696702  -0.7290
15 O -0.083958 -4.252286 6.362270  0.0174
16 O 1.955989 -4.115474 6.218300  0.0623
17 H 3.544608 2.969410 4.120212  0.0366
18 O 7.489240 -1.819163 -3.050455  0.0018
19 N -1.365700 1.072316 0.510648  -0.6836
20 O 2.914672 3.513176 3.647204  -0.0733
21 N 6.906726 -2.329245 -2.106404  -0.6532
22 O -3.705109 10.289265 -0.124099  0.0215
23 O -2.447322 9.647235 -1.687622  0.0630
24 O -3.821986 -0.884741 -4.623309  -0.0078
25 O -2.410577 0.464436 0.564601  -0.0837
26 Ca -7.071364 -1.522628 -0.919907  1.3968
27 H 3.851408 1.598521 -3.527202  0.0307
28 O 0.787612 -3.758181 4.522478  -0.0162
29 O -4.500217 -5.808975 0.604636  -0.1051
30 O -0.288441 0.442410 0.306235  -0.1198
31 O 2.894227 1.605194 -3.527416  -0.0536
32 Ca 0.834314 -4.040853 -0.651924  1.7289
33 N -2.823686 9.547731 -0.549253  -0.6689

Cartesian forces (eV/Å) of the 3 atoms listed first:
0.29 1.70 -0.01
0.73 0.35 -0.03
0.07 -0.04 -0.30

***

3.
One molecule with the formula C4H9NO, computed with ωB97M-V with the def2-TZVPD basis set.

SMILES string = COC[C@H]1CN1

Each line ends with the Löwdin charge.
Geometry (Å):
1 H -1.723136 -1.647736 -0.145916  0.1329
2 C -1.232314 -0.678059 -0.071231  -0.3053
3 O 0.827622 0.516198 0.047881  -0.2069
4 H -3.075642 0.262430 0.719951  0.0969
5 H 2.558220 1.532605 -0.196151  0.0904
6 H -0.979023 0.972830 -1.184174  0.0854
7 C 0.265471 -0.772869 0.127346  -0.2020
8 N -1.751037 0.341525 -0.973458  0.0229
9 H 0.503027 -1.245591 1.094723  0.1293
10 H 2.715996 0.057729 0.797492  0.0904
11 H 2.537633 -0.074386 -0.974253  0.0904
12 H -1.533233 1.209112 1.046186  0.1052
13 C 2.227628 0.497197 -0.085337  -0.1089
14 C -2.033929 0.441176 0.461777  -0.1455
15 H 0.692715 -1.412163 -0.664837  0.1246

Cartesian forces (eV/Å) of the 3 atoms listed first:
0.13 0.11 -0.08
0.06 -0.20 0.11
-0.05 0.02 0.02

***

| no. | LUMO (eV) | frontier orbital gap (eV) |
| --- | --- | --- |
| 1 | -0.2 | 8.731 |
| 2 | -6.0 | 1.223 |
| 3 | 1.0 | 10.339 |